No. 1
12
Properties=species:S:1:pos:R:3 method="wB97M-V/def2-TZVPD" gap_ev=9.40 e_lumo_ev=-0.4689 largest_force_ev_per_a=0.6 e_above_lowest_kj_mol=89.39
C -1.64160 -0.29467 0.77596
C -0.12710 -0.16425 0.87823
C 0.48626 0.44371 -0.35581
O -0.11280 1.10476 -1.17552
C 1.98088 0.20479 -0.59925
O 2.66314 -0.49524 0.10614
H -2.10750 0.67819 0.59719
H -1.91925 -0.95232 -0.05423
H -2.05371 -0.71526 1.69809
H 0.36391 -1.12353 1.07526
H 0.15423 0.48402 1.72139
H 2.36749 0.72436 -1.49811



No. 2
12
Properties=species:S:1:pos:R:3 method="wB97M-V/def2-TZVPD" gap_ev=10.90 e_lumo_ev=0.9881 largest_force_ev_per_a=0.6 e_above_lowest_kj_mol=309.01
C 0.95920 0.33234 0.71196
O 0.31526 1.59532 0.92405
C -0.83174 1.22631 0.14406
C -0.18709 -0.18356 -0.12356
C -0.03849 -1.38075 -0.97481
O -0.85469 -1.38409 0.19063
H 1.88082 0.46709 0.13426
H 1.15104 -0.26966 1.60864
H -1.71423 1.13466 0.79334
H -1.05204 1.97923 -0.62926
H -0.50987 -1.54828 -1.94107
H 0.88180 -1.96861 -0.83826



No. 3
12
Properties=species:S:1:pos:R:3 method="wB97M-V/def2-TZVPD" gap_ev=10.47 e_lumo_ev=0.9218 largest_force_ev_per_a=0.6 e_above_lowest_kj_mol=284.40
O 0.93496 0.16743 -1.19797
C 0.88774 0.10178 0.00244
C 1.47799 0.49039 1.28971
C 0.16952 -0.35491 1.19416
H 2.38254 -0.00978 1.62931
H 1.39189 1.53098 1.59714
H 0.23025 -1.40624 1.46746
H -0.77899 0.11752 1.44084
C -1.66756 -0.15846 -1.85877
O -2.21923 -0.77636 -0.98088
H -1.24660 -0.64557 -2.75831
H -1.56250 0.94321 -1.82514



No. 4
12
Properties=species:S:1:pos:R:3 method="wB97M-V/def2-TZVPD" gap_ev=9.42 e_lumo_ev=0.8837 largest_force_ev_per_a=1.1 e_above_lowest_kj_mol=434.53
O 1.68439 0.32655 0.18832
C 1.48315 -0.39763 1.24814
C 0.39050 0.74561 -0.41669
C -0.42493 -0.44022 -0.92090
C -1.32313 -0.13121 0.28695
O -0.58726 1.10069 0.50973
H 2.47987 -0.47492 1.73266
H 0.71689 1.59645 -1.01362
H 0.11109 -1.39031 -0.90242
H -0.89734 -0.26675 -1.88842
H -1.18389 -0.80009 1.13891
H -2.38711 0.04800 0.09131



No. 5
12
Properties=species:S:1:pos:R:3 method="wB97M-V/def2-TZVPD" gap_ev=9.39 e_lumo_ev=0.5709 largest_force_ev_per_a=1.3 e_above_lowest_kj_mol=292.27
C 0.95801 1.09217 0.36736
C -0.12321 0.52194 0.94299
C -0.67641 -0.67756 0.24792
O 0.03390 -1.91072 0.34607
C -0.53782 -0.25183 -1.25147
O 0.25370 0.58239 -1.62153
H 1.04742 2.16920 0.26818
H 1.80987 0.54613 -0.02336
H -0.79987 1.12802 1.53679
H -1.73419 -0.86882 0.49197
H 0.66541 -1.77645 1.06414
H -1.15131 -0.71452 -2.02675



No. 6
12
Properties=species:S:1:pos:R:3 method="wB97M-V/def2-TZVPD" gap_ev=9.31 e_lumo_ev=0.5930 largest_force_ev_per_a=1.7 e_above_lowest_kj_mol=274.15
C -1.09115 1.11841 0.83372
C 0.08901 0.58656 0.06486
C -0.14262 0.28983 -1.20529
O -0.67734 0.09263 -2.22075
H -0.99741 0.79126 1.87113
H -1.08548 2.20689 0.83287
H -2.04611 0.75961 0.43482
H 1.07333 0.80671 0.44376
C 1.19564 -1.65374 -0.23976
O 1.61579 -1.15090 -1.25680
H 0.20259 -2.15388 -0.19748
H 1.86373 -1.69339 0.63892



No. 7
12
Properties=species:S:1:pos:R:3 method="wB97M-V/def2-TZVPD" gap_ev=10.59 e_lumo_ev=0.8614 largest_force_ev_per_a=0.7 e_above_lowest_kj_mol=89.19
O -0.99516 -0.31079 2.10004
C -0.46930 -0.04990 1.04728
C 0.71688 -0.78764 0.38461
C 0.58040 -0.36411 -1.07420
O -0.03930 0.95056 -1.04553
C -0.87590 1.07256 0.07961
H 0.65883 -1.86427 0.58474
H 1.63529 -0.36319 0.81241
H 1.52345 -0.23193 -1.61371
H -0.06707 -1.05127 -1.63435
H -1.93571 0.93966 -0.18795
H -0.73242 2.06033 0.54706



No. 8
12
Properties=species:S:1:pos:R:3 method="wB97M-V/def2-TZVPD" gap_ev=9.34 e_lumo_ev=0.5987 largest_force_ev_per_a=0.5 e_above_lowest_kj_mol=434.61
C -1.00210 1.53019 0.98329
C 1.56482 -1.02098 0.54739
O 0.51809 -1.60057 0.02249
C 0.02323 -0.95828 -1.16943
O -0.89287 0.01182 -0.80596
C -0.35237 1.04611 -0.06731
H -0.59446 2.36869 1.54093
H -1.94648 1.09072 1.29726
H 1.68513 -1.58905 1.50049
H 0.89241 -0.56110 -1.70951
H -0.51631 -1.72055 -1.73256
H 0.62090 1.40299 -0.40708



No. 9
12
Properties=species:S:1:pos:R:3 method="wB97M-V/def2-TZVPD" gap_ev=10.73 e_lumo_ev=0.9286 largest_force_ev_per_a=0.8 e_above_lowest_kj_mol=167.37
C 1.49689 0.66447 -0.42682
C 0.02277 0.92563 -0.28746
O -0.57616 1.80812 -0.86320
C -0.73127 0.00370 0.66564
C -1.22758 -1.26757 0.12581
O -0.12816 -1.22712 1.02282
H 1.67510 -0.40422 -0.57440
H 1.92392 1.25795 -1.23761
H 1.97124 0.93516 0.52474
H -1.28605 0.54015 1.43599
H -0.97203 -1.57262 -0.89112
H -2.16866 -1.66365 0.50560



No. 10
12
Properties=species:S:1:pos:R:3 method="wB97M-V/def2-TZVPD" gap_ev=10.60 e_lumo_ev=0.6713 largest_force_ev_per_a=0.5 e_above_lowest_kj_mol=72.33
C -1.55121 0.57661 0.48221
C -0.64525 -0.14936 -0.48079
O -0.85624 -0.20831 -1.67286
C 0.63144 -0.75508 0.09406
C 1.81954 0.06812 -0.36829
O 2.67524 0.48608 0.37011
H -1.83222 -0.07297 1.31902
H -1.00926 1.43161 0.90769
H -2.44397 0.93247 -0.03543
H 0.73261 -1.75641 -0.34263
H 0.63996 -0.82063 1.18534
H 1.83936 0.26787 -1.45844



No. 11
12
Properties=species:S:1:pos:R:3 method="wB97M-V/def2-TZVPD" gap_ev=6.68 e_lumo_ev=-0.5972 largest_force_ev_per_a=4.0 e_above_lowest_kj_mol=630.59
C -0.65628 -0.82629 -0.82283
C 0.99434 -0.47907 0.72162
C 0.64773 0.97229 0.92507
C -0.46571 1.13467 0.07555
H -0.41416 -1.42688 -1.82460
H -1.76331 -0.78230 -0.52038
H 1.86653 -0.72399 0.10559
H 1.59222 1.50199 0.65562
H 0.14847 0.98406 1.88826
H -1.56259 0.96160 0.43805
O -0.05489 -1.22342 0.34684
O -0.31857 0.55791 -1.11421



No. 12
12
Properties=species:S:1:pos:R:3 method="wB97M-V/def2-TZVPD" gap_ev=10.16 e_lumo_ev=0.8984 largest_force_ev_per_a=1.0 e_above_lowest_kj_mol=168.27
C -1.38885 -1.32100 1.66277
C -1.71085 -1.33581 0.39299
O -1.97791 -1.34636 -0.74700
H -1.61609 -2.16677 2.29860
H -0.89016 -0.43207 2.02658
C 1.60992 0.89298 -1.18189
C 0.40183 1.00086 -0.29590
O 0.46127 1.17218 0.90037
H 1.51759 0.01658 -1.82752
H 2.52277 0.83622 -0.58298
H 1.65321 1.76609 -1.84187
H -0.58272 0.91710 -0.80415